[1]
# C27H36AlNO2P2

C27H36AlNO2P2 as an isolated structure (ωB97M-V/def2-TZVPD, OMol25).

ΔE to the lowest compared entry with this formula, charge and spin, eV: 0.000
Gap between HOMO and LUMO, eV: 7.389
E_tot, eV: -59343.441

Positions of all 69 atoms, in Å:
P1 1.588 -0.711 -1.524
P2 -1.386 0.376 1.911
Al1 0.240 0.260 0.229
O1 -0.616 -3.714 -1.633
O2 -2.463 -2.748 -0.027
N1 0.570 -1.652 1.107
C1 1.129 5.094 2.092
C2 1.633 1.379 1.377
C3 3.187 4.337 3.132
C4 0.566 2.803 -1.150
C5 1.801 2.707 1.881
C6 -1.055 4.207 -2.269
C7 3.171 0.167 -1.652
C8 -3.081 -0.174 1.742
C9 1.268 -4.009 2.462
C10 0.205 4.037 -1.698
C11 1.037 -0.989 -3.227
C12 3.741 0.714 2.550
C13 2.294 5.368 2.838
C14 1.396 -2.591 0.493
C15 0.148 -1.871 2.369
C16 -1.472 1.940 2.788
C17 1.874 -2.304 -0.809
C18 1.740 -3.783 1.178
C19 0.452 -3.049 3.048
C20 3.925 2.000 3.009
C21 -1.643 1.937 -1.584
C22 2.604 0.460 1.735
C23 -0.602 -0.778 3.093
C24 0.890 3.788 1.658
C25 2.979 3.015 2.685
C26 -1.955 3.146 -2.228
C27 -0.382 1.796 -0.987
H1 0.419 5.886 1.840
H2 1.597 2.682 -0.796
H3 -0.021 3.566 1.098
H4 -1.178 -0.932 -0.422
H5 4.095 4.510 3.715
H6 -3.140 -1.192 1.332
H7 2.490 6.374 3.177
H8 2.544 -3.055 -1.247
H9 1.532 -4.917 3.013
H10 4.766 2.297 3.622
H11 2.412 -4.471 0.666
H12 -3.580 0.524 1.056
H13 -1.897 2.674 2.092
H14 -2.096 1.885 3.690
H15 -1.313 5.156 -2.729
H16 4.419 -0.126 2.781
H17 0.306 -3.349 -1.575
H18 2.976 1.154 -2.089
H19 2.503 -0.559 1.378
H20 0.099 -0.211 3.730
H21 -1.384 -1.219 3.726
H22 -2.932 3.258 -2.703
H23 1.854 -1.408 -3.833
H24 -0.458 2.256 3.045
H25 -3.555 -0.109 2.731
H26 3.863 -0.392 -2.296
H27 0.744 -0.020 -3.649
H28 -3.267 -2.733 -0.573
H29 -1.771 -3.192 -0.600
H30 -1.261 -0.698 -1.155
H31 3.631 0.312 -0.668
H32 0.052 -3.160 4.052
H33 0.921 4.857 -1.639
H34 0.175 -1.668 -3.274
H35 -0.505 -4.655 -1.771
H36 -2.357 1.113 -1.553

The computed natural (NBO) charges, all in e, follow: number 1, P, carries 0.9315; number 2, P, carries 0.9494; number 3, Al, carries 1.3225; number 4, O, carries -0.9842; number 5, O, carries -1.0014; number 6, N, carries -0.6750; number 7, C, carries -0.2200; number 8, C, carries -0.5234; number 9, C, carries -0.1817; number 10, C, carries -0.2439; number 11, C, carries 0.0022; number 12, C, carries -0.2645; number 13, C, carries -0.9457; number 14, C, carries -0.9715; number 15, C, carries -0.1234; number 16, C, carries -0.2057; number 17, C, carries -0.9499; number 18, C, carries -0.2482; number 19, C, carries -0.2269; number 20, C, carries 0.2511; number 21, C, carries 0.2940; number 22, C, carries -0.9491; number 23, C, carries -0.8988; number 24, C, carries -0.2986; number 25, C, carries -0.3379; number 26, C, carries -0.1868; number 27, C, carries -0.2794; number 28, C, carries -0.1812; number 29, C, carries -0.7614; number 30, C, carries -0.2130; number 31, C, carries -0.1017; number 32, C, carries -0.1644; number 33, C, carries -0.5316; number 34, H, carries 0.2138; number 35, H, carries 0.2137; number 36, H, carries 0.2221; number 37, H, carries -0.0163; number 38, H, carries 0.2044; number 39, H, carries 0.2912; number 40, H, carries 0.2109; number 41, H, carries 0.2273; number 42, H, carries 0.2187; number 43, H, carries 0.2044; number 44, H, carries 0.2163; number 45, H, carries 0.2475; number 46, H, carries 0.2526; number 47, H, carries 0.2363; number 48, H, carries 0.2098; number 49, H, carries 0.2129; number 50, H, carries 0.5120; number 51, H, carries 0.2409; number 52, H, carries 0.1914; number 53, H, carries 0.2721; number 54, H, carries 0.2473; number 55, H, carries 0.1925; number 56, H, carries 0.2348; number 57, H, carries 0.2749; number 58, H, carries 0.2297; number 59, H, carries 0.2270; number 60, H, carries 0.2483; number 61, H, carries 0.4645; number 62, H, carries 0.5083; number 63, H, carries 0.1009; number 64, H, carries 0.2623; number 65, H, carries 0.2139; number 66, H, carries 0.2068; number 67, H, carries 0.2530; number 68, H, carries 0.4816; number 69, H, carries 0.1909

[2]
# C46H37ClFN4O2S2Sc

C46H37ClFN4O2S2Sc as an isolated structure (ωB97M-V/def2-TZVPD, OMol25).

ΔE to the lowest compared entry with this formula, charge and spin, eV: 4.670
Gap between HOMO and LUMO, eV: 5.404
E_tot, eV: -115970.837
Total charge: -2

Positions of all 94 atoms, in Å:
Sc1 0.039 -0.304 -1.433
Cl1 1.036 -1.187 5.799
S1 4.198 -0.594 0.743
S2 1.104 -2.589 -0.310
F1 0.329 0.034 -8.787
O1 2.063 0.194 -0.993
O2 -1.693 -1.085 -0.817
N1 -0.106 1.529 0.103
N2 -0.301 -0.771 1.668
N3 -0.718 1.706 -2.495
N4 1.079 -0.706 1.833
C1 2.889 -1.819 3.070
C2 5.413 -5.150 4.405
C3 5.081 -2.869 5.931
C4 -0.586 4.128 -2.353
C5 2.429 -0.152 0.210
C6 -3.923 -1.571 -0.358
C7 -0.564 5.284 -1.554
C8 0.514 -1.152 -4.787
C9 -4.643 -2.385 1.789
C10 -0.447 4.137 -3.762
C11 3.207 -1.934 1.538
C12 -2.290 -1.899 1.394
C13 -4.929 -1.993 0.484
C14 1.952 -1.524 0.746
C15 0.556 -1.498 -3.367
C16 -2.444 2.017 -0.071
C17 1.512 -0.053 -6.732
C18 0.774 1.749 0.980
C19 4.827 -4.019 3.853
C20 -0.385 -2.936 2.838
C21 0.389 -0.357 -7.475
C22 -3.328 -2.344 2.214
C23 4.658 -2.858 4.604
C24 -0.597 -1.440 -5.597
C25 -3.576 2.931 -0.455
C26 -0.669 -1.048 -6.927
C27 4.059 -1.603 4.024
C28 -2.577 -1.493 0.059
C29 2.384 0.642 2.718
C30 -0.923 -1.851 1.962
C31 5.669 -3.995 6.486
C32 1.566 -0.453 -5.406
C33 -1.040 2.641 -0.301
C34 5.841 -5.142 5.724
C35 -0.475 2.975 -4.489
C36 -5.416 4.374 0.177
C37 2.020 -0.620 3.000
C38 -0.885 3.918 0.458
C39 -5.687 4.641 -1.156
C40 -0.695 5.114 -0.166
C41 -3.866 3.200 -1.792
C42 1.666 0.655 1.414
C43 -4.906 4.048 -2.139
C44 -0.757 2.840 -1.777
C45 -0.595 1.756 -3.822
C46 -4.371 3.528 0.519
H1 -0.051 -2.387 -3.162
H2 0.891 2.738 1.429
H3 -1.063 3.887 1.528
H4 -6.017 4.827 0.958
H5 1.577 -1.685 -3.026
H6 6.292 -6.026 6.157
H7 -0.425 6.258 -2.003
H8 3.694 -0.986 4.848
H9 -1.136 -3.701 3.022
H10 -0.323 5.092 -4.263
H11 4.843 -1.037 3.508
H12 -1.537 -1.272 -7.534
H13 3.572 -2.919 1.258
H14 -6.499 5.305 -1.430
H15 4.916 -1.986 6.536
H16 -4.154 3.327 1.562
H17 -0.041 -2.506 3.789
H18 -2.524 1.077 -0.618
H19 -0.667 6.001 0.464
H20 -5.427 -2.710 2.459
H21 -4.133 -1.267 -1.376
H22 5.977 -3.982 7.525
H23 2.328 0.494 -7.189
H24 2.437 -0.201 -4.812
H25 -5.103 4.245 -3.186
H26 2.330 -2.711 3.358
H27 -1.434 -1.973 -5.160
H28 -2.515 1.771 0.993
H29 -3.273 2.738 -2.573
H30 -0.591 0.820 -4.355
H31 5.529 -6.041 3.799
H32 4.492 -4.043 2.824
H33 3.138 1.281 3.145
H34 -5.950 -2.017 0.118
H35 -0.376 2.979 -5.567
H36 -3.088 -2.636 3.230
H37 0.452 -3.405 2.321

The computed Mulliken charges, all in e, follow: number 1, Sc, carries -0.4569; number 2, Cl, carries -0.6835; number 3, S, carries -0.5053; number 4, S, carries -0.5080; number 5, F, carries -0.3795; number 6, O, carries -0.6482; number 7, O, carries 0.1494; number 8, N, carries 1.1836; number 9, N, carries -1.0517; number 10, N, carries 0.4226; number 11, N, carries 1.3711; number 12, C, carries 0.8750; number 13, C, carries -0.8030; number 14, C, carries -0.5319; number 15, C, carries 1.3952; number 16, C, carries 1.2993; number 17, C, carries -0.5687; number 18, C, carries -1.4084; number 19, C, carries 0.0787; number 20, C, carries -0.8878; number 21, C, carries -1.1660; number 22, C, carries -0.0410; number 23, C, carries 0.0822; number 24, C, carries -0.5032; number 25, C, carries -0.3435; number 26, C, carries -1.5464; number 27, C, carries -0.5650; number 28, C, carries -0.8171; number 29, C, carries -1.3778; number 30, C, carries 0.0471; number 31, C, carries -1.4353; number 32, C, carries 0.5900; number 33, C, carries -0.8756; number 34, C, carries 0.3518; number 35, C, carries -0.1057; number 36, C, carries -0.0137; number 37, C, carries -0.7602; number 38, C, carries -0.9803; number 39, C, carries 0.4926; number 40, C, carries -1.7385; number 41, C, carries 0.6074; number 42, C, carries -0.6191; number 43, C, carries 0.0268; number 44, C, carries 2.2068; number 45, C, carries -0.3483; number 46, C, carries -0.7575; number 47, C, carries -0.6906; number 48, C, carries -0.4590; number 49, C, carries -1.4383; number 50, C, carries -0.3613; number 51, C, carries -0.8239; number 52, C, carries -0.0472; number 53, C, carries 0.9596; number 54, C, carries -0.8701; number 55, C, carries -0.8630; number 56, C, carries -0.9324; number 57, C, carries -0.1993; number 58, H, carries 0.4875; number 59, H, carries 0.4785; number 60, H, carries 0.6497; number 61, H, carries 0.3646; number 62, H, carries 0.3801; number 63, H, carries 0.3461; number 64, H, carries 0.3227; number 65, H, carries 0.4869; number 66, H, carries 0.6271; number 67, H, carries 0.3768; number 68, H, carries 0.4126; number 69, H, carries 0.3893; number 70, H, carries 0.6080; number 71, H, carries 0.3580; number 72, H, carries 0.3733; number 73, H, carries 0.3815; number 74, H, carries 0.1673; number 75, H, carries -0.2941; number 76, H, carries 0.3271; number 77, H, carries 0.3727; number 78, H, carries 0.3914; number 79, H, carries 0.3621; number 80, H, carries 0.3968; number 81, H, carries 0.4064; number 82, H, carries 0.3925; number 83, H, carries 0.5514; number 84, H, carries 0.3533; number 85, H, carries 0.8358; number 86, H, carries 0.3826; number 87, H, carries 0.8317; number 88, H, carries 0.3714; number 89, H, carries 0.3146; number 90, H, carries 0.2986; number 91, H, carries 0.3842; number 92, H, carries 0.4950; number 93, H, carries 0.4477; number 94, H, carries 0.1418

[3]
# C4H8O

The molecule C4H8O (ωB97M-V/def2-TZVPD, OMol25).

SMILES: CC1(O)CC1
ΔE to the lowest compared entry with this formula, charge and spin, eV: 1.970
Gap between HOMO and LUMO, eV: 11.319
E_tot, eV: -6323.197

Positions of all 13 atoms, in Å:
O1 1.294 -0.011 0.971
C1 -0.544 -1.233 -0.185
C2 -0.437 1.453 0.388
C3 0.364 -0.598 -1.218
C4 0.102 0.086 0.080
H1 -0.079 -0.251 -2.150
H2 -0.388 2.200 -0.417
H3 -1.416 1.495 0.888
H4 1.026 -0.322 1.853
H5 1.376 -0.976 -1.301
H6 0.443 1.520 1.094
H7 -0.136 -2.049 0.403
H8 -1.606 -1.314 -0.405

The computed natural (NBO) charges, all in e, follow: number 1, O, carries -0.7459; number 2, C, carries -0.4386; number 3, C, carries -0.6755; number 4, C, carries -0.4263; number 5, C, carries 0.2231; number 6, H, carries 0.2182; number 7, H, carries 0.2177; number 8, H, carries 0.2120; number 9, H, carries 0.4671; number 10, H, carries 0.2315; number 11, H, carries 0.2772; number 12, H, carries 0.2203; number 13, H, carries 0.2193